Record 1
Here is a molecular structure, H5ISi2 from OMol25. Energies are from ωB97M-V/def2-TZVPD.

ORCA input file:
```
! RIJCOSX wB97M-V def2-TZVPD def2/J DEFGRID3
* xyz 0 1
Si 0.909 0.836 -0.197
Si -0.649 -0.871 0.265
I -2.954 0.058 -0.246
H 0.352 2.093 -0.947
H 1.284 1.307 1.278
H 2.050 0.075 -0.663
H -0.596 -1.383 1.525
H -0.394 -2.115 -1.015
*
```

Computed properties:
- Max |F|: 5.4 eV/A
- HOMO energy: -9.4 eV
- ΔE to the lowest compared entry with this formula, charge and spin: 96.65 kJ/mol
- E_tot: -23935.78872 eV
- HOMO-LUMO gap: 0.351 Ha

Record 2
Here is H5ISi2 in the gas phase from OMol25. Energies are from ωB97M-V/def2-TZVPD.

ORCA input file:
```
! RIJCOSX wB97M-V def2-TZVPD def2/J DEFGRID3
* xyz 0 1
Si 0.342 0.390 -0.767
Si -0.880 -0.910 0.744
I -2.526 -2.239 -0.569
H 1.479 -0.414 -1.237
H -0.337 1.090 -1.856
H 0.739 1.787 -0.015
H -1.826 -0.357 1.848
H -0.088 -2.019 1.250
*
```

Computed properties:
- Max |F|: 2.8 eV/A
- HOMO energy: -9.5 eV
- ΔE to the lowest compared entry with this formula, charge and spin: 35.89 kJ/mol
- E_tot: -23936.41841 eV
- HOMO-LUMO gap: 0.353 Ha

Record 3
Here is 2 unconnected molecules or ions with the total composition H5ISi2 from OMol25. Energies are from ωB97M-V/def2-TZVPD.

ORCA input file:
```
! RIJCOSX wB97M-V def2-TZVPD def2/J DEFGRID3
* xyz 0 1
Si -0.800 0.978 -0.004
Si 0.002 -1.189 0.045
I 3.525 0.034 0.004
H 0.179 1.912 -0.536
H -2.003 1.016 -0.852
H -1.200 1.349 1.359
H 0.459 -1.924 -1.131
H -0.162 -2.175 1.115
*
```

Computed properties:
- Max |F|: 2.0 eV/A
- HOMO energy (alpha / beta): -8.6 / -8.3 eV
- ΔE to the lowest compared entry with this formula, charge and spin: 237.50 kJ/mol
- E_tot: -23934.32890 eV
- HOMO-LUMO gap (alpha / beta): 0.237 / 0.211 Ha

Record 4
Here is a molecular structure, H5N11P2 from OMol25. Energies are from ωB97M-V/def2-TZVPD.

ORCA input file:
```
! RIJCOSX wB97M-V def2-TZVPD def2/J DEFGRID3
* xyz 0 1
N 0.036 -2.210 -3.474
N 3.233 -2.110 2.133
N 0.907 -1.534 -2.690
N 2.395 -1.416 1.883
N 0.432 -1.547 -1.547
N 0.237 1.800 2.054
N -0.011 1.746 3.279
N 1.004 -1.191 -0.513
N 1.613 -0.544 1.759
N 0.843 2.710 1.421
N -0.918 0.728 3.506
P 0.847 0.079 0.373
P 2.086 2.583 0.463
H 0.402 -2.472 -4.332
H -0.568 -2.906 -3.051
H -1.274 0.268 2.610
H -0.711 0.128 4.278
H 1.982 3.966 0.206
*
```

Computed properties:
- Max |F|: 4.5 eV/A
- HOMO energy: -8.1 eV
- ΔE to the lowest compared entry with this formula, charge and spin: 0.00 kJ/mol
- E_tot: -35040.41049 eV
- HOMO-LUMO gap: 0.269 Ha

Record 5
Here is H5N2P in the gas phase from OMol25. Energies are from ωB97M-V/def2-TZVPD.

ORCA input file:
```
! RIJCOSX wB97M-V def2-TZVPD def2/J DEFGRID3
* xyz 0 1
N -0.563 -0.402 0.565
N -0.450 -0.010 -0.798
P 1.021 0.543 -1.141
H -1.087 -1.290 0.716
H 0.571 -0.676 0.808
H -1.302 0.305 -1.309
H 1.644 -0.521 -0.375
H 1.253 1.490 -0.093
*
```

Computed properties:
- Max |F|: 4.5 eV/A
- HOMO energy: -8.4 eV
- ΔE to the lowest compared entry with this formula, charge and spin: 223.73 kJ/mol
- E_tot: -12347.52031 eV
- HOMO-LUMO gap: 0.350 Ha

Record 6
Here is H5N2P in the gas phase from OMol25. Energies are from ωB97M-V/def2-TZVPD.

ORCA input file:
```
! RIJCOSX wB97M-V def2-TZVPD def2/J DEFGRID3
* xyz 0 3
N 0.479 1.222 -0.656
N -0.132 0.304 0.249
P -0.073 -1.428 -0.324
H 0.101 2.173 -0.531
H 1.505 1.379 -0.629
H 0.139 0.465 1.166
H 0.551 -1.185 -1.405
H -1.264 -1.520 -0.978
*
```

Computed properties:
- Max |F|: 4.3 eV/A
- HOMO energy (alpha / beta): -4.4 / -9.6 eV
- ΔE to the lowest compared entry with this formula, charge and spin: 205.35 kJ/mol
- E_tot: -12343.32052 eV
- HOMO-LUMO gap (alpha / beta): 0.203 / 0.260 Ha